1.
This record from the OMol25 dataset describes C21H28ClN3O3Yb as an isolated structure at a distorted geometry. The level of theory is wB97M-V/def2-TZVPD.

Results
total charge = -1
LUMO level (spin up / spin down) = 2.7 / 2.6 eV
M = 578.97 g/mol
HOMO (spin up / spin down) = 0.04 / -3.36 eV
HOMO-LUMO gap (spin up / spin down) = 2.6 / 6.0 eV
2S+1 = 2
<S²> = 0.753
energy relative to the best compared isomer or geometry (same formula, charge and spin) = 291.6 kJ/mol

Cartesian coordinates (Å):
Yb: -0.34316 2.10030 0.70561
Cl: -1.73946 3.55234 2.51133
N: -0.34531 -0.96326 1.97000
N: -0.62877 1.85438 -1.76395
C: 0.55575 -0.63301 2.85141
C: 0.45975 2.05015 -2.45048
C: -1.13958 -2.08372 2.55030
C: -0.66696 -2.11437 4.01288
C: -0.78894 -3.37300 1.84140
C: -2.62407 -1.82645 2.44323
H: 0.25502 -3.64918 2.03859
H: -0.92975 -3.25943 0.76302
H: -1.43424 -4.17920 2.20941
H: -2.90159 -0.93322 3.01759
H: -3.15970 -2.69141 2.85598
H: -2.92577 -1.67882 1.40158
C: -1.68848 1.40743 -2.73737
C: -1.01653 1.60759 -4.08734
C: -2.93549 2.25774 -2.55763
C: -2.04642 -0.06066 -2.58211
H: -1.17843 -0.68985 -2.82684
H: -2.84750 -0.28678 -3.30178
H: -2.39579 -0.29573 -1.56852
H: -2.69679 3.30192 -2.79060
H: -3.30372 2.18720 -1.52106
H: -3.71840 1.89990 -3.23766
O: 0.38493 1.90569 -3.77965
H: -1.41134 2.45768 -4.65611
H: -1.00496 0.71944 -4.72599
O: 0.51037 -1.23195 4.03826
H: -0.32503 -3.08806 4.35827
H: -1.38647 -1.68801 4.70958
C: 1.66645 0.33961 2.60311
C: 1.77472 2.37447 -1.85333
C: 2.15576 1.18686 -1.01765
H: 1.64836 3.27966 -1.24829
H: 2.50522 2.56639 -2.65068
C: 1.76523 1.13774 0.26729
C: 2.09984 0.19564 1.18140
H: -2.22940 3.02371 1.32798
C: 2.94287 -0.85966 0.74938
C: 3.29160 -0.90031 -0.59899
C: 3.41068 -1.91363 1.68220
C: 2.94231 0.10466 -1.50701
H: 3.86965 -1.76546 -0.97481
C: 3.34759 0.07407 -2.94153
H: 3.96976 -0.81545 -3.08210
H: 3.92367 0.97757 -3.19962
H: 2.44765 0.01656 -3.57142
H: 3.80081 -1.47994 2.62481
H: 4.21192 -2.46984 1.17813
H: 2.57700 -2.60941 1.91935
H: 2.48424 0.11169 3.30090
H: 1.27515 1.35052 2.84585
O: -4.60823 1.12907 1.52653
C: -3.49802 1.16187 1.09374
N: -2.35798 1.20797 0.65339

=====

2.
This record from the OMol25 dataset describes one molecule with the formula C21H28FN3O3 at a distorted geometry. The level of theory is wB97M-V/def2-TZVPD.

Results
LUMO level = 0.7 eV
M = 389.47 g/mol
HOMO = -8.00 eV
HOMO-LUMO gap = 8.6 eV
energy relative to the best compared isomer or geometry (same formula, charge and spin) = 217.8 kJ/mol
SMILES string = COc1cc(-c2nc(CN3CCN(CC(C)C)C(=O)[C@@H]3C)c(C)o2)ccc1F

Cartesian coordinates (Å):
C: 3.83959 3.62381 0.52972
O: 4.89928 2.77741 0.15127
C: 4.64906 1.45270 0.02943
C: 3.42774 0.83796 0.25876
C: 3.28505 -0.54203 0.10126
C: 1.99204 -1.13596 0.35612
N: 0.91799 -0.51170 0.75184
C: -0.04664 -1.47069 0.86280
C: -1.44112 -1.15613 1.29046
N: -2.39167 -1.75547 0.36626
C: -3.73624 -1.85468 0.88456
C: -4.38940 -0.48224 1.04450
N: -4.30558 0.25697 -0.19463
C: -5.23229 1.35778 -0.36228
C: -4.95210 2.54182 0.57380
C: -3.53170 3.06122 0.37209
C: -5.97176 3.64495 0.30401
C: -3.37988 0.02429 -1.15277
O: -3.33634 0.67605 -2.18167
C: -2.38623 -1.12271 -0.94475
C: -2.61787 -2.16319 -2.04674
C: 0.49669 -2.67747 0.51386
C: -0.07186 -4.04378 0.44543
O: 1.79587 -2.46204 0.19254
C: 4.36665 -1.32446 -0.29038
C: 5.59112 -0.72433 -0.52140
C: 5.72342 0.63864 -0.36194
F: 6.92291 1.21048 -0.58878
H: 3.45382 3.36292 1.51987
H: 4.26360 4.62600 0.55770
H: 3.02370 3.59267 -0.19850
H: 2.55837 1.39646 0.56138
H: -1.62025 -1.58548 2.28181
H: -1.52759 -0.06163 1.36537
H: -4.32021 -2.45548 0.18253
H: -3.71515 -2.37347 1.84586
H: -3.89456 0.07029 1.85456
H: -5.44627 -0.59352 1.31053
H: -5.13802 1.68631 -1.39967
H: -6.25001 0.98651 -0.19539
H: -5.06693 2.20962 1.61249
H: -3.38316 3.35155 -0.66506
H: -2.79741 2.29593 0.61418
H: -3.34774 3.92458 1.00771
H: -5.80905 4.48506 0.97492
H: -5.87993 3.99957 -0.71985
H: -6.98546 3.27881 0.45216
H: -1.39288 -0.69009 -1.10672
H: -1.84112 -2.92134 -2.00600
H: -2.59055 -1.66832 -3.01338
H: -3.58546 -2.64556 -1.93120
H: -1.15529 -3.97062 0.45045
H: 0.26260 -4.54368 -0.46147
H: 0.25516 -4.63829 1.29893
H: 4.24654 -2.38887 -0.41065
H: 6.45018 -1.30104 -0.82530

=====

3.
This record from the OMol25 dataset describes one molecule with the formula C21H28FN5O2S at a distorted geometry. The level of theory is wB97M-V/def2-TZVPD.

Results
LUMO level = 0.5 eV
M = 433.55 g/mol
HOMO = -8.69 eV
HOMO-LUMO gap = 9.2 eV
energy relative to the best compared isomer or geometry (same formula, charge and spin) = 0.0 kJ/mol
SMILES string = CC(C)Cc1nnc(NC(=O)CCC(=O)N2CCN(Cc3ccc(F)cc3)CC2)s1

Cartesian coordinates (Å):
C: -7.73761 -2.84708 0.34916
C: -6.38055 -2.16218 0.22316
C: -5.78465 -1.88566 1.60014
C: -6.52953 -0.85372 -0.57217
C: -5.22669 -0.18991 -0.79167
N: -4.90864 0.97241 -0.36130
N: -3.67625 1.36375 -0.65887
C: -3.00409 0.49173 -1.32829
N: -1.72568 0.61589 -1.78134
C: -0.75146 1.52269 -1.44124
O: 0.33348 1.43778 -1.97396
C: -1.08486 2.56014 -0.39841
C: -1.19220 1.90332 0.99400
C: -0.32839 0.65040 1.04977
O: -0.82931 -0.44174 0.82753
N: 0.98106 0.78494 1.33630
C: 1.73655 2.00673 1.47098
C: 2.68487 2.16795 0.27929
N: 3.57542 1.02167 0.22016
C: 4.57791 1.16625 -0.82175
C: 5.64814 0.11643 -0.69493
C: 6.14699 -0.53937 -1.81198
C: 7.14667 -1.48876 -1.68881
C: 7.63488 -1.77789 -0.42900
F: 8.60867 -2.70606 -0.29904
C: 7.15370 -1.14529 0.70324
C: 6.16096 -0.19493 0.55961
C: 2.79041 -0.18930 0.03944
C: 1.85436 -0.36748 1.23192
S: -3.91745 -0.97307 -1.67926
H: -7.63863 -3.78172 0.89566
H: -8.15420 -3.06635 -0.63146
H: -8.43591 -2.20850 0.88574
H: -5.70182 -2.82265 -0.32930
H: -5.68780 -2.81105 2.16273
H: -4.79846 -1.43512 1.51516
H: -6.42337 -1.20552 2.15944
H: -7.17197 -0.15763 -0.03026
H: -6.98742 -1.07279 -1.54051
H: -1.39592 -0.13313 -2.37975
H: -0.28349 3.30024 -0.41747
H: -2.03353 3.03636 -0.64426
H: -0.93805 2.61795 1.77444
H: -2.22045 1.57741 1.15070
H: 1.08362 2.87302 1.54571
H: 2.33318 1.93360 2.38802
H: 3.28357 3.07211 0.41585
H: 2.09533 2.26490 -0.64699
H: 4.12808 1.12844 -1.82891
H: 5.04085 2.15212 -0.69996
H: 5.75278 -0.30723 -2.79040
H: 7.54324 -2.00310 -2.54987
H: 7.55784 -1.39795 1.67082
H: 5.76257 0.31237 1.42407
H: 3.46975 -1.04129 -0.02603
H: 2.19078 -0.13895 -0.88583
H: 1.23258 -1.25436 1.10757
H: 2.44014 -0.45085 2.15241

=====

4.
This record from the OMol25 dataset describes C21H28N4 as an isolated structure at a distorted geometry. The level of theory is wB97M-V/def2-TZVPD.

Results
LUMO level = 0.6 eV
M = 336.48 g/mol
HOMO = -7.64 eV
HOMO-LUMO gap = 8.3 eV
energy relative to the best compared isomer or geometry (same formula, charge and spin) = 1898.5 kJ/mol

Cartesian coordinates (Å):
C: 3.10102 4.00743 -0.98093
H: 3.56405 4.12819 -0.11260
H: 1.92431 3.78345 -0.78572
H: 3.12561 4.98431 -1.64458
C: 3.52458 3.06336 -1.96712
N: 3.66397 1.71024 -1.09306
C: 2.71162 0.84752 -0.79858
N: 2.91527 -0.21770 -0.30142
C: 4.25190 0.00488 0.04020
C: 4.62228 1.18293 -0.41632
H: 5.68564 1.46392 -0.49158
H: 4.83419 -0.72935 0.62712
C: 1.12489 1.13350 -1.57018
N: 0.09185 0.72596 -0.60179
C: 0.28899 1.41808 0.60124
H: 0.91198 0.63503 1.47243
H: 0.99569 2.34259 0.72744
C: -0.92703 1.87508 1.39910
C: -2.09107 0.62834 1.13496
C: -1.71739 -0.35376 0.37278
N: -2.83391 -1.13078 0.28224
C: -3.54068 -0.83834 1.39071
C: -4.87888 -1.39603 1.77934
C: -5.47018 -0.68031 2.86968
C: -5.19281 0.49893 3.02693
C: -4.00145 1.10672 2.87602
C: -3.22952 0.65397 1.92675
H: -3.58549 1.91270 3.21570
H: -5.56492 1.11058 4.14734
H: -6.54178 -0.98437 3.20955
H: -5.31711 -2.28927 1.27710
H: -2.95414 -1.94706 -0.27789
C: -0.64259 -0.49640 -0.60039
H: -0.98978 -0.45290 -1.63012
C: 0.24205 -1.62064 -0.20109
H: 1.19716 -1.54795 0.06185
H: -0.33165 -2.14074 0.50896
C: 0.49761 -2.81111 -1.10583
C: -0.88945 -3.49614 -1.64884
H: -1.52757 -2.88929 -1.99690
H: -0.77079 -4.18714 -2.22306
H: -1.05568 -4.06816 -0.61617
C: 1.57007 -3.66965 -0.92857
H: 1.22697 -4.11711 0.02148
H: 1.70610 -4.46830 -1.84491
H: 2.25431 -3.16579 -0.67519
H: 0.65522 -2.12767 -2.13753
H: -0.95979 2.21273 2.50026
H: -1.40685 2.66178 0.68027
H: 1.29255 1.88316 -2.01420
H: 1.01634 0.16490 -2.38532
H: 4.61490 3.01112 -2.25692
H: 2.80937 2.67457 -2.84264

=====

The lowest M belongs to which entry?
C21H28N4